43
Properties=species:S:1:pos:R:3:forces:R:3 method="wB97M-V/def2-TZVPD" s_squared=6.017 multiplicity=5 total_charge=+2 de_lowest_kj_mol=0.0 gap_ev="11.5 / 6.9"
Pd 0.41202 0.11762 0.40411 0.06 -0.06 -0.03
C 2.77584 -0.86280 -2.17764 -0.01 -0.03 0.00
C 2.90554 0.49088 -1.36409 0.09 0.00 0.04
C 4.33970 0.98566 -1.36264 -0.02 0.01 -0.01
O 2.49652 0.12578 -0.10986 -0.10 -0.02 -0.02
H 3.10917 -0.61261 -3.18405 0.00 0.01 0.00
H 1.74454 -1.20520 -2.20662 -0.01 0.00 0.00
H 3.42602 -1.61415 -1.73836 0.00 0.00 0.00
H 2.19625 1.18997 -1.82726 -0.02 0.00 0.02
H 5.00782 0.22223 -0.96646 0.00 0.00 0.00
H 4.42891 1.88518 -0.75576 0.00 0.00 0.00
H 4.63725 1.22265 -2.38332 0.00 0.00 0.00
C -1.31620 3.79482 0.51294 0.02 0.02 0.00
S -0.61214 2.80275 1.81200 0.00 -0.01 0.02
C 0.27730 4.04232 2.72726 0.00 0.00 0.00
O 0.56039 2.02735 1.12064 -0.03 0.00 -0.02
H -2.01704 4.48842 0.97954 0.00 0.00 -0.01
H -1.86031 3.13615 -0.16064 0.00 0.00 0.00
H -0.52024 4.32987 -0.00238 -0.01 0.00 -0.01
H -0.45993 4.71146 3.17191 0.00 0.00 0.00
H 0.94290 4.57834 2.05327 0.00 0.00 0.00
H 0.83508 3.53394 3.51057 0.00 0.00 0.00
C 0.10369 -3.96041 2.92555 0.00 -0.02 -0.02
As -0.86078 -2.62627 1.97281 -0.11 0.10 0.08
C -1.84545 -1.48579 3.14066 -0.06 0.01 0.01
C -1.99758 -3.38020 0.64325 0.07 0.00 -0.04
O 0.37127 -1.68026 1.20391 0.15 0.01 0.00
H -0.60594 -4.61978 3.42475 0.00 0.00 0.00
H 0.74541 -3.47554 3.65814 0.00 0.00 0.00
H 0.70402 -4.52821 2.21733 0.01 -0.01 0.01
H -2.59674 -2.08070 3.65997 0.02 -0.01 0.02
H -2.33860 -0.71827 2.54649 0.02 -0.02 0.02
H -1.16502 -1.04319 3.86588 0.00 -0.01 0.00
H -2.73401 -4.01719 1.13298 -0.01 0.01 0.00
H -1.39604 -3.97542 -0.04126 -0.01 0.00 -0.02
H -2.50148 -2.57429 0.11381 -0.04 -0.02 0.00
F -3.98319 -0.39798 -1.34009 0.00 -0.02 0.01
C -2.98755 0.32807 -1.83024 0.02 0.06 -0.01
F -3.34669 1.61710 -1.84426 0.00 -0.03 0.00
F -2.70437 -0.06519 -3.05640 0.00 0.00 0.01
C -1.75541 0.20807 -0.90674 0.01 0.03 -0.03
O -0.59816 0.17067 -1.43569 -0.04 0.01 -0.03
O -1.89682 0.19704 0.32937 0.00 -0.01 -0.01